A structure of composition C2HBr2ClINO in a non-equilibrium geometry, computed with ωB97M-V/def2-TZVPD.

The geometry in XYZ format:
```
9
Properties=species:S:1:pos:R:3:forces:R:3
C 2.0824 -0.5371 -0.2606 -1.2940 1.5117 -1.4888
C 0.3838 -2.5025 -0.7806 -0.2941 -0.9222 -1.2784
N 1.4700 0.3314 -0.8226 1.7189 -0.0997 1.5256
O 2.7370 -1.3142 0.2835 1.0372 -0.5618 1.0426
Cl -0.5737 -2.5953 0.5694 0.2264 0.4473 -0.1234
Br -0.4562 -1.9445 -2.4313 0.1851 -0.0890 0.9284
Br -2.5027 -4.3359 0.3245 -0.2940 -0.2997 0.0263
I 1.8104 -4.0031 -1.0923 -0.3239 0.1399 0.1301
H 0.7285 0.4769 -1.4372 -0.9615 -0.1264 -0.7623
```
Forces are in eV/Å.

Output
- max |F| (eV/A) = 2.49
- gap between HOMO and LUMO (alpha / beta) (eV) = 8.09 / 6.58
- HOMO (alpha / beta) (eV) = -10.05 / -9.15
- LUMO level (alpha / beta) (eV) = -1.95 / -2.57

An isolated molecule of ClF2OP in a non-equilibrium geometry, computed with ωB97M-V/def2-TZVPD.

The geometry in XYZ format:
```
5
Properties=species:S:1:pos:R:3:forces:R:3
O 1.6542 0.6999 1.6415 -0.5986 0.3753 -0.6249
F -0.4968 -1.0674 -1.3267 0.9615 0.3049 -1.4451
F -1.6594 -0.0321 0.1667 -0.6404 1.5720 0.3466
P -0.5636 0.4530 -0.8723 -1.1062 -1.5588 1.1073
Cl 1.0656 -0.0533 0.3908 1.3837 -0.6933 0.6160
```
Forces are in eV/Å.

Output
- max |F| (eV/A) = 2.21
- gap between HOMO and LUMO (eV) = 9.05
- HOMO (eV) = -9.74
- LUMO level (eV) = -0.69

The ion C10H12N3 with charge +1 in a non-equilibrium geometry, computed with ωB97M-V/def2-TZVPD.

The geometry in XYZ format:
```
25
Properties=species:S:1:pos:R:3:forces:R:3
C 0.4276 1.5509 0.7350 1.4771 -0.0964 1.6816
C 3.7447 -0.0063 0.4557 -3.3445 0.6985 -3.5454
C 3.5097 -0.7961 -0.7395 -0.2116 0.1724 3.1851
C 1.4125 0.7018 0.3209 3.6181 -2.2258 -1.3321
C 1.2276 -0.4320 -0.6216 -0.8822 0.7816 0.8200
C -0.2443 -0.8457 -0.7682 0.4967 1.8072 0.0490
C -0.6676 1.6163 -0.1097 -3.3356 1.3125 -0.1568
C -1.2211 0.2408 -0.5686 0.0216 0.4710 0.5664
C -2.6145 0.5681 -1.1512 0.6612 -1.4188 3.1864
C -1.8626 -1.8074 0.9282 2.5222 -3.3093 1.4928
N 2.7071 0.7628 0.7521 0.5102 0.6045 1.9116
N 2.2835 -1.0409 -1.0794 -2.0566 -0.5660 -0.9717
N -0.9915 -0.7556 0.5254 0.4235 -0.9145 -1.9308
H 0.4200 2.0144 1.7068 0.4106 0.2448 0.0518
H 4.7066 0.2671 0.7830 0.9562 -0.0337 0.9009
H 4.1838 -1.4532 -1.1750 1.8040 -0.4623 -1.0356
H -1.4998 2.2165 0.4173 1.1161 -0.8594 -1.2533
H -0.4048 2.0234 -1.0717 -0.0330 0.8116 -0.4785
H -2.5849 0.3067 -2.1428 -0.5143 -0.6483 -2.3852
H -2.7261 1.6294 -0.9970 -0.5984 0.0117 -0.2329
H -3.3422 -0.0304 -0.5363 0.2571 0.7816 -1.0516
H -1.6371 -2.6935 0.3009 -0.5945 0.5272 0.3128
H -1.6621 -2.1397 1.9999 -0.2184 0.7723 -1.3338
H -2.8024 -1.4615 0.8345 -3.4577 0.6051 -0.2029
H -0.3623 -0.4358 1.2013 0.9720 0.9325 1.7522
```
Forces are in eV/Å.

Output
- max |F| (eV/A) = 4.92
- gap between HOMO and LUMO (alpha / beta) (eV) = 7.41 / 5.94
- net charge = +1
- HOMO (alpha / beta) (eV) = -12.86 / -11.95
- LUMO level (alpha / beta) (eV) = -5.45 / -6.00

An isolated molecule of C15H21BrClNO, computed with ωB97M-V/def2-TZVPD.

The geometry in XYZ format:
```
40
Properties=species:S:1:pos:R:3:forces:R:3
Cl 6.1215 1.6578 -3.7063 0.1823 0.0865 -0.1211
C 4.7839 1.0516 -2.7960 -0.2135 -0.0470 0.1905
C 4.3036 1.7639 -1.7109 0.1113 -0.0826 -0.1929
C 3.2303 1.2814 -0.9815 -0.2319 -0.1486 0.1461
C 2.6203 0.0774 -1.3223 0.2201 -0.0530 -0.2912
C 3.1286 -0.6159 -2.4284 -0.2566 -0.1672 0.1041
C 4.1967 -0.1503 -3.1642 -0.0152 0.1107 0.0942
H 4.5633 -0.7089 -4.0105 0.0265 -0.0346 -0.0541
Br 2.2834 -2.2439 -2.8981 0.1432 0.0247 -0.1349
O 1.5979 -0.5174 -0.6803 0.1250 -0.0752 -0.1018
C 0.8566 0.1855 0.2995 -0.3004 0.4240 0.2890
C -0.0530 1.2649 -0.2894 0.2500 -0.2343 -0.2288
H -0.7266 1.5814 0.5052 0.0377 0.0973 0.0983
C -0.8599 0.7763 -1.4935 0.0479 -0.1125 0.1346
H -1.4787 1.6063 -1.8440 -0.0060 0.0064 -0.0710
C -1.7553 -0.4335 -1.2241 -0.1776 0.2832 0.0253
H -1.1397 -1.3020 -0.9947 0.0130 -0.1561 -0.0300
C -2.7700 -0.2060 -0.1006 0.1006 -0.1378 -0.2444
N -2.1873 -0.4034 1.2111 -0.0855 -0.0076 0.1700
C -2.1054 -1.7907 1.6337 0.0956 -0.1480 0.0080
C -1.7343 -1.7029 3.1168 0.0131 -0.0710 -0.0671
H -0.6548 -1.7690 3.2452 0.0096 -0.0483 0.0219
H -2.1922 -2.5096 3.6863 0.0530 -0.0438 0.0090
C -2.2476 -0.3185 3.5543 -0.0939 0.0859 -0.0262
H -2.9597 -0.3823 4.3750 0.0204 0.0480 0.0474
H -1.4188 0.3130 3.8709 -0.0137 0.0230 0.0420
C -2.8973 0.2549 2.2927 -0.0151 0.1174 0.1308
H -3.9756 0.0162 2.2755 0.0167 0.0150 -0.0384
H -2.7852 1.3382 2.2151 -0.0867 0.0133 -0.0123
H -3.0790 -2.2998 1.5115 0.0276 0.0376 -0.0423
H -1.3657 -2.3362 1.0468 -0.0275 -0.0689 -0.0372
H -3.1380 0.8224 -0.1582 -0.0465 -0.0010 -0.0167
H -3.6367 -0.8764 -0.2476 -0.0035 0.1047 0.0863
H -2.3007 -0.6555 -2.1437 0.0305 -0.1011 -0.0129
H -0.1731 0.5179 -2.3031 -0.0017 0.0777 -0.0456
H 0.5404 2.1268 -0.6050 -0.0264 0.0476 0.0824
H 1.5250 0.6150 1.0557 -0.0316 -0.0868 -0.0176
H 0.2401 -0.5765 0.7759 0.1207 0.0908 0.0124
H 2.8771 1.8506 -0.1371 -0.0685 0.0470 0.0862
H 4.7659 2.6972 -1.4320 0.0570 0.0846 0.0077
```
Forces are in eV/Å.

Output
- max |F| (eV/A) = 0.59
- gap between HOMO and LUMO (eV) = 9.24
- HOMO (eV) = -8.47
- LUMO level (eV) = 0.77

An isolated molecule of C3H3N3O in a non-equilibrium geometry, computed with ωB97M-V/def2-TZVPD.

The geometry in XYZ format:
```
10
Properties=species:S:1:pos:R:3:forces:R:3
C 0.9903 -1.1000 -0.2342 -1.6647 1.3654 2.1716
C -0.8619 -0.1819 0.9380 1.1636 -0.5598 1.0364
C 1.9611 -0.1954 0.0184 0.6982 0.9418 1.0876
N -0.1940 -1.2341 0.4916 -0.0998 0.8913 -0.1730
N -0.6710 1.0465 0.4841 0.3375 3.2632 -2.9553
N 0.3536 1.5648 -0.0883 -0.2899 -1.8378 1.1029
O 2.8933 0.3580 0.4417 -0.9095 -0.6935 -0.7932
H 1.0552 -1.6618 -1.0820 0.5659 -1.7589 -2.0057
H -1.7579 -0.1568 1.5954 0.8122 -1.1183 -0.5157
H 0.1213 2.2811 -0.8186 -0.6136 -0.4933 1.0445
```
Forces are in eV/Å.

Output
- max |F| (eV/A) = 4.42
- gap between HOMO and LUMO (eV) = 8.23
- HOMO (eV) = -8.84
- LUMO level (eV) = -0.61

A structure of composition C21H21N5O4S4SbW in a non-equilibrium geometry, computed with ωB97M-V/def2-TZVPD.

The geometry in XYZ format:
```
57
Properties=species:S:1:pos:R:3:forces:R:3
W -0.1049 0.8830 0.3567 0.3523 0.1210 -1.0437
O -0.1579 -2.3956 -2.0851 0.0999 -0.0345 -0.0245
C -0.1671 -1.2611 -1.6739 -0.1099 -0.0909 -0.0937
O 0.2212 -0.8995 -0.4837 0.1483 -0.1014 0.1965
C -0.6644 -0.0997 -2.4744 -0.0092 0.0763 -0.0211
C -1.0386 -0.3005 -3.8051 0.0038 0.0210 -0.0097
C -1.4580 0.7773 -4.5217 0.0052 -0.0231 -0.0060
C -1.4578 2.0516 -3.9223 -0.0019 0.0183 0.0225
C -1.8379 3.2000 -4.6563 0.0021 -0.0026 -0.0040
C -1.7802 4.4366 -4.0866 0.0029 0.0022 -0.0033
C -1.3239 4.5695 -2.7604 0.0032 -0.0093 0.0135
C -0.9673 3.4779 -2.0209 -0.0074 0.0351 -0.0053
C -1.0419 2.1843 -2.5724 -0.0415 -0.0260 0.0041
N -0.6891 1.0636 -1.8420 -0.0905 -0.0490 -0.0717
H -0.9722 -1.3008 -4.2055 0.0002 -0.0060 0.0054
H -1.7691 0.6787 -5.5546 -0.0036 0.0023 0.0004
H -2.1596 3.0691 -5.6821 -0.0014 0.0072 -0.0012
H -2.0623 5.3148 -4.6520 -0.0021 -0.0022 -0.0030
H -1.2317 5.5467 -2.3044 0.0014 0.0025 -0.0058
H -0.5920 3.6357 -1.0267 -0.0120 -0.0187 0.0092
S 0.3491 5.7251 0.4374 0.0171 0.0078 0.0898
Sb 0.6446 3.8866 1.6707 -0.0040 0.1377 -0.1436
S 1.6572 2.3012 -0.0601 -0.0970 -0.1275 0.0647
S -1.4970 2.4954 1.1251 -0.1729 0.2372 0.2055
C -3.8020 -0.9696 2.3825 0.0213 -0.0364 0.0008
C -2.4765 -0.4857 1.8952 -0.1955 -0.1172 -0.3000
N -2.2107 -0.2252 0.6519 -0.2354 0.0159 0.2138
O -3.1505 -0.4565 -0.3069 0.0535 0.0017 0.0069
C -1.3391 -0.2078 2.7577 0.4340 -0.4420 0.0256
C -1.3402 -0.0363 4.2328 -0.0268 0.0401 0.0087
N -0.2592 -0.1886 2.0160 -0.2505 0.8214 0.3697
O 0.8193 0.6164 2.1474 0.1585 -0.4162 0.6522
H -4.6045 -0.2989 2.0660 0.0023 0.0071 -0.0092
H -3.8155 -1.0201 3.4681 0.0075 0.0052 0.0038
H -4.0152 -1.9750 2.0072 -0.0113 0.0073 0.0022
H -3.9014 -0.9256 0.0886 -0.0065 0.0050 -0.0029
H -1.5539 -0.9786 4.7436 -0.0033 -0.0066 -0.0219
H -2.0917 0.6928 4.5366 -0.0136 0.0016 -0.0157
H -0.3609 0.3165 4.5496 -0.0038 0.0111 -0.0041
N 3.9521 -0.1868 -0.0300 -0.0444 0.0050 0.0124
C 3.2860 -0.9194 -0.9486 -0.0674 -0.0812 -0.0115
S 2.9648 -0.3376 -2.4843 0.0615 -0.0187 -0.0106
N 2.8768 -2.1617 -0.5802 0.0245 -0.0329 -0.0516
C 2.8633 -2.7069 0.7270 0.0156 0.0170 0.0019
C 4.0167 -2.7597 1.5045 -0.0053 -0.0259 -0.0042
C 3.9672 -3.3101 2.7776 0.0186 0.0100 -0.0048
C 2.7835 -3.8355 3.2721 -0.0071 -0.0009 -0.0034
C 1.6428 -3.8098 2.4807 -0.0076 -0.0029 0.0115
C 1.6749 -3.2429 1.2175 0.0098 0.0357 -0.0098
H 4.0323 0.7890 -0.2650 0.0134 0.0085 0.0001
H 3.8153 -0.3939 0.9488 0.0246 -0.0061 -0.0004
H 2.2517 -2.5848 -1.2519 -0.0367 0.0121 0.0008
H 4.9528 -2.3959 1.1025 -0.0006 0.0174 -0.0069
H 4.8684 -3.3449 3.3761 -0.0004 0.0007 -0.0005
H 2.7534 -4.2729 4.2613 -0.0029 -0.0006 -0.0015
H 0.7158 -4.2290 2.8518 0.0006 -0.0049 0.0025
H 0.7849 -3.1949 0.6042 -0.0098 -0.0075 -0.0286
```
Forces are in eV/Å.

Output
- max |F| (eV/A) = 1.11
- spin multiplicity = 2
- gap between HOMO and LUMO (alpha / beta) (eV) = 5.63 / 6.07
- HOMO (alpha / beta) (eV) = -7.20 / -7.65
- LUMO level (alpha / beta) (eV) = -1.56 / -1.59

Number 1: E_tot -6112.6124 Ha. Number 2: E_tot -1076.4374 Ha. Number 3: E_tot -552.0415 Ha. Number 4: E_tot -3748.3648 Ha. Number 5: E_tot -355.4823 Ha. Number 6: E_tot -3287.7336 Ha.